[1]
The following is a quantum chemistry calculation of C20H20N4O2 in the gas phase, from OMol25.

Max |F| = 0.982 eV/Å
2S+1 = 1
Structure (SMILES) = COc1ccccc1/C=C/C=N/NC(=O)CCn1cnc2ccccc21

Positions of all 46 atoms, in Å:
C1 4.0590 -1.9242 -2.2023
H1 4.3977 -2.7642 -1.5876
O1 3.4779 -0.9086 -1.4211
C2 4.2263 -0.2817 -0.4773
C3 5.5607 -0.5933 -0.2387
C4 6.2883 0.0708 0.7332
C5 5.6915 1.0640 1.4886
C6 4.3688 1.3809 1.2594
C7 3.6010 0.7330 0.2863
C8 2.2256 1.1521 0.1391
C9 1.2814 0.6916 -0.7013
C10 -0.0527 1.2120 -0.6785
N1 -0.9221 0.6894 -1.4567
N2 -2.2307 1.0498 -1.4519
C11 -2.9019 1.9486 -0.6773
O2 -2.3815 2.7862 0.0273
C12 -4.4146 1.7571 -0.7250
H2 -4.8953 2.7270 -0.5993
C13 -4.8193 0.8441 0.4505
N3 -4.1386 -0.4178 0.3877
C14 -4.4907 -1.4948 -0.3746
N4 -3.6045 -2.4378 -0.4066
C15 -2.5633 -1.9837 0.3670
C16 -1.3355 -2.5668 0.6586
C17 -0.4632 -1.8560 1.4541
C18 -0.7955 -0.6008 1.9671
C19 -2.0097 -0.0044 1.6956
C20 -2.8839 -0.7048 0.8792
H3 -2.2529 0.9719 2.0869
H4 -0.0802 -0.0827 2.5881
H5 0.5046 -2.2727 1.6899
H6 -1.0860 -3.5383 0.2640
H7 -5.4354 -1.5384 -0.8840
H8 -4.5612 1.3353 1.3922
H9 -5.8988 0.6682 0.4270
H10 -4.7304 1.3140 -1.6703
H11 -2.7672 0.4290 -2.0456
H12 -0.2705 2.0177 0.0188
H13 1.4724 -0.0997 -1.4047
H14 1.9384 1.9485 0.8182
H15 3.9004 2.1569 1.8476
H16 6.2531 1.5857 2.2482
H17 7.3227 -0.1932 0.8948
H18 6.0496 -1.3633 -0.8142
H19 4.8955 -1.5468 -2.7993
H20 3.2683 -2.2651 -2.8692

These are the Mulliken partial charges, in e, on atoms 1 to 2:
1. C -1.01
2. H 0.38

=====

[2]
The following is a quantum chemistry calculation of 8 unconnected molecules or ions with the total composition C40H80ClN8O12S at a distorted geometry, from OMol25.

Max |F| = 1.258 eV/Å
Charge = -1
2S+1 = 1

Positions of all 142 atoms, in Å:
C1 3.6246 -1.3186 -0.4108
C2 2.8799 -0.0071 -0.6332
C3 1.4408 -0.2986 -1.0403
O1 0.6132 0.8417 -0.9389
C4 0.0545 1.3913 -2.1235
C5 1.1613 1.9243 -3.0134
C6 1.7302 3.3140 -2.6772
C7 2.6475 3.4440 -1.4651
S1 1.8067 3.8117 0.1065
O2 -0.6440 2.5445 -1.6203
C8 -1.8868 2.2226 -1.2177
O3 -2.5549 3.0046 -0.6161
C9 -2.2075 0.8137 -1.6727
C10 -2.0553 -0.1731 -0.4672
C11 -1.9993 0.4150 0.9481
C12 -3.6660 0.6783 -2.1756
C13 -4.7161 1.2274 -1.2541
C14 -5.2834 2.5558 -1.6729
N1 -5.1224 0.5854 -0.2376
C15 -1.1394 0.6166 -2.7983
C16 -1.0553 -0.9024 -3.0676
C17 -0.4044 -1.4659 -4.3382
C18 1.0105 -1.0666 -4.7007
Cl1 -0.5162 -3.2838 -4.1647
C19 -1.4911 1.4720 -4.0661
O4 -0.8084 1.1826 -5.0649
O5 -2.2976 2.3860 -3.9396
H1 3.4316 -1.6904 0.5960
H2 4.6982 -1.2105 -0.5410
H3 3.2801 -2.0856 -1.1033
H4 2.8886 0.6105 0.2628
H5 3.3711 0.5404 -1.4374
H6 1.0513 -1.0594 -0.3599
H7 1.4594 -0.7590 -2.0247
H8 2.0173 1.2535 -3.0327
H9 0.8308 1.9793 -4.0458
H10 2.3782 3.5303 -3.5315
H11 0.9548 4.0747 -2.6923
H12 3.3137 4.2862 -1.6483
H13 3.2920 2.5745 -1.3833
H14 2.6238 3.1453 0.9234
H15 -2.8525 -0.9103 -0.4796
H16 -1.1305 -0.7291 -0.5405
H17 -2.0215 -0.4131 1.6470
H18 -2.7918 1.1195 1.1577
H19 -1.0426 0.9182 1.0893
H20 -3.7816 1.1601 -3.1378
H21 -3.8757 -0.3822 -2.3165
H22 -4.5163 3.2179 -2.0564
H23 -5.9979 2.3552 -2.4763
H24 -5.8447 3.0149 -0.8616
H25 -5.8163 1.1346 0.2663
H26 -0.6224 -1.4428 -2.2339
H27 -2.0855 -1.2552 -3.1080
H28 -1.0451 -1.2319 -5.1775
H29 1.5348 -1.9379 -5.0942
H30 1.6168 -0.6861 -3.8891
H31 1.0127 -0.3245 -5.4869
C20 4.5714 -0.3921 -6.8228
C21 4.2146 0.6005 -5.7433
O6 3.8544 0.2491 -4.6325
N2 4.2693 1.9186 -6.0666
C22 4.6236 2.5117 -7.3388
H32 4.4622 -1.3923 -6.4149
H33 3.8985 -0.2784 -7.6744
H34 5.6027 -0.2529 -7.1532
H35 4.0022 2.5301 -5.3115
H36 5.4857 3.1737 -7.2218
H37 3.7859 3.0912 -7.7289
H38 4.8695 1.7424 -8.0614
C23 0.3530 2.2064 -8.6160
C24 1.2154 0.9722 -8.7230
O7 2.3455 0.9182 -8.2578
N3 0.6884 -0.1015 -9.3693
C25 -0.6260 -0.2263 -9.9663
H39 0.9069 2.9560 -8.0608
H40 0.1163 2.6038 -9.6049
H41 -0.5689 1.9927 -8.0731
H42 1.3076 -0.8947 -9.4064
H43 -1.1816 -1.0362 -9.4908
H44 -0.5393 -0.4436 -11.0335
H45 -1.1876 0.6923 -9.8433
C26 -4.7068 2.6460 5.2567
C27 -5.9517 2.7409 4.4042
O8 -7.0734 2.5806 4.8655
N4 -5.7654 3.0132 3.0890
C28 -4.5050 3.2470 2.3959
H46 -4.9915 2.4312 6.2816
H47 -4.0590 1.8476 4.8915
H48 -4.1563 3.5870 5.2388
H49 -6.6194 3.0523 2.5566
H50 -4.5083 4.2398 1.9438
H51 -4.3606 2.5074 1.6093
H52 -3.6731 3.1788 3.0863
C29 -0.1247 -5.8813 -0.4166
C30 0.3709 -4.5731 0.1560
O9 0.0065 -3.5017 -0.2874
N5 1.2518 -4.6357 1.1967
C31 1.7902 -5.8124 1.8486
H53 -0.8072 -5.6561 -1.2300
H54 0.7051 -6.4732 -0.8052
H55 -0.6524 -6.4618 0.3418
H56 1.5514 -3.7308 1.5230
H57 1.5337 -5.8122 2.9102
H58 2.8782 -5.8321 1.7581
H59 1.3904 -6.7138 1.3973
C32 -0.9576 -2.8771 3.1369
C33 -0.4359 -1.7171 3.9566
O10 -0.9225 -0.6060 3.8755
N6 0.6187 -1.9656 4.7873
C34 1.3170 -3.2205 4.9970
H60 -1.7837 -2.5236 2.5285
H61 -0.1813 -3.2680 2.4766
H62 -1.3124 -3.6801 3.7851
H63 0.9246 -1.1551 5.3005
H64 1.2460 -3.5222 6.0442
H65 2.3719 -3.1150 4.7392
H66 0.8894 -4.0059 4.3845
C35 -2.6787 6.4008 8.1401
C36 -2.4084 4.9172 8.0262
O11 -3.2131 4.0837 8.4013
N7 -1.2248 4.5396 7.4707
C37 -0.1605 5.3826 6.9604
H67 -3.6554 6.5352 8.5931
H68 -1.9278 6.8851 8.7657
H69 -2.6779 6.8709 7.1562
H70 -1.1092 3.5403 7.4134
H71 0.0065 5.1818 5.9011
H72 0.7687 5.1885 7.4997
H73 -0.4145 6.4302 7.0768
C38 3.1702 -7.4076 7.9251
C39 3.1988 -5.9764 7.4392
O12 3.4425 -5.6924 6.2795
N8 2.9378 -5.0018 8.3523
C40 2.6257 -5.1496 9.7613
H74 3.3953 -8.0574 7.0860
H75 3.9150 -7.5668 8.7056
H76 2.1853 -7.6640 8.3167
H77 2.9738 -4.0710 7.9684
H78 1.6440 -4.7257 9.9782
H79 3.3682 -4.6310 10.3701
H80 2.6190 -6.1966 10.0427

These are the Mulliken partial charges, in e, on atoms 1 to 2:
1. C -1.38
2. C 0.05

=====

no.,HOMO energy (eV),gap between HOMO and LUMO (hartree)
1,-7.82,0.2968
2,-5.32,0.2526